1.
{"formula": "C16H21AsCl2N3RuSSi2", "method": "ωB97M-V/def2-TZVPD", "total_charge": 1, "de_lowest_kj_mol": 2.4, "species": ["H", "C", "Cl", "H", "C", "C", "H", "H", "H", "C", "H", "N", "Si", "H", "C", "H", "H", "C", "Ru", "H", "C", "C", "H", "Si", "H", "N", "H", "H", "H", "C", "C", "H", "C", "C", "C", "C", "H", "H", "As", "S", "H", "C", "H", "C", "H", "N", "Cl"], "coordinates": [[2.1438, 2.2138, -0.6834], [-1.3927, 2.0513, 2.8091], [0.3803, 3.4427, 4.2973], [4.0155, -1.5329, 0.4057], [-3.1325, 0.6557, 3.8157], [0.0706, -3.4181, -2.0988], [-1.0156, -4.5601, 0.8913], [-3.3057, -2.0076, -0.4110], [-0.0458, -2.8540, -3.0251], [-0.9594, 2.3758, 4.0986], [2.5677, -1.4640, 1.4128], [0.7566, 6.1103, -3.8031], [-0.9780, -2.7295, -0.7418], [3.6973, -0.5351, -2.6247], [2.9241, -1.5847, 0.3882], [2.2008, -1.4313, -2.8901], [2.6474, -2.5821, 0.0419], [2.6106, -0.4979, -2.5040], [-1.3573, 1.4556, -0.3132], [-3.2314, -3.5416, -1.2823], [0.0230, 2.9389, -2.6435], [2.6288, 1.4467, -0.0778], [2.2863, 1.5642, 0.9518], [2.2467, -0.2483, -0.7099], [-1.2748, -3.0011, 1.6847], [-0.4647, 2.3528, -1.7463], [0.3541, -3.4881, 1.1992], [-0.2530, -4.4459, -2.2863], [3.7058, 1.6282, -0.1035], [-2.7666, -2.5576, -1.1845], [-1.5898, 1.8577, 5.2159], [1.1284, -3.4425, -1.8353], [-2.4787, 1.1984, 2.7288], [0.6239, 3.5418, -3.6900], [-2.6730, 0.9995, 5.0757], [-0.6983, -3.5143, 0.9133], [-3.1612, 0.5982, 5.9523], [2.2377, 0.3207, -3.1202], [-0.1472, -0.4814, -0.4194], [-0.5904, 2.7218, 1.3899], [-2.8900, -2.0327, -2.1331], [0.7030, 4.9632, -3.7651], [-1.2231, 2.1286, 6.1959], [1.1571, 2.6793, -4.6947], [-3.9739, -0.0098, 3.6815], [1.5466, 1.9300, -5.4755], [-3.0530, 0.7854, 1.1127]], "lowdin_charge": [0.0183, -0.6748, 0.7202, 0.0484, -0.0900, -0.2060, 0.0502, 0.0153, 0.0447, -0.6801, 0.0382, 0.1751, 0.2976, 0.0570, -0.2171, 0.0229, 0.0229, -0.1860, 0.3627, 0.0488, -0.1504, -0.2181, 0.0206, 0.3035, 0.0363, -0.0725, 0.0277, 0.0537, 0.0512, -0.2175, -0.0787, 0.0256, -0.6010, -0.2345, -0.0483, -0.2108, 0.1210, 0.0176, 0.9223, 0.6485, 0.0410, -0.1959, 0.1182, -0.2058, 0.1170, 0.1689, 0.6921]}

=====

2.
{"formula": "C16H21BIN6OsS4", "method": "ωB97M-V/def2-TZVPD", "total_charge": 3, "de_lowest_kj_mol": 204.5, "species": ["H", "C", "C", "H", "C", "C", "S", "H", "N", "C", "H", "N", "N", "C", "C", "C", "C", "H", "H", "H", "C", "H", "N", "H", "H", "H", "C", "C", "H", "N", "H", "H", "I", "H", "H", "C", "S", "C", "Os", "B", "H", "C", "H", "H", "C", "N", "H", "S", "H", "S"], "coordinates": [[0.1014, -2.9972, -1.5753], [-0.3081, 0.9507, 4.5443], [-0.2871, 5.0223, -3.2417], [1.5598, -3.9780, 1.0577], [-1.3468, 4.5047, -2.5016], [-2.2365, -1.3628, -0.7932], [2.2529, 0.1258, -1.5052], [-5.5216, -1.6931, -0.3577], [-0.0629, 2.5366, -2.0506], [0.9599, 3.0438, -2.7656], [4.2610, -3.4585, 1.0637], [-3.4448, -1.8316, -0.4749], [3.6437, -1.7516, -0.0796], [2.1069, -3.1527, 0.6360], [-1.1962, 3.2588, -1.9232], [0.8739, 4.2786, -3.3721], [-3.2845, -2.8507, 0.4380], [-0.3693, 5.9943, -3.7105], [1.8544, 2.4428, -2.8440], [0.1655, -1.1746, -1.5228], [2.4538, -1.3009, -0.4890], [-4.8825, -1.8405, -2.0096], [1.4879, -2.1299, -0.0523], [-4.7326, -0.3005, -1.1182], [1.6851, 0.0516, 4.5321], [0.0525, 1.6632, 5.2825], [-1.9545, -2.9907, 0.6531], [-4.7309, -1.3838, -1.0340], [0.3847, -1.0712, 4.9901], [-1.2935, -2.0394, -0.0982], [-4.1286, -3.3780, 0.8494], [4.8763, -0.0844, -0.4144], [-3.1171, 5.5386, -2.2600], [-1.9978, 2.8086, -1.3547], [5.6543, -1.4585, 0.3880], [0.6456, -0.2224, 4.3638], [0.4950, -0.7057, 2.5986], [4.9583, -1.1675, -0.3928], [0.0696, 0.5789, -1.3172], [0.1175, -2.1291, -0.7490], [-0.7373, 2.5368, 3.1057], [3.4402, -2.9096, 0.6334], [5.3032, -1.5415, -1.3542], [1.7140, 4.6510, -3.9413], [-0.0928, 0.8422, 2.1915], [-0.3806, 1.5932, 3.2177], [-1.4323, -3.6916, 1.2807], [-1.9704, -0.0667, -1.9599], [-1.3145, 0.6302, 4.8186], [-0.2944, 1.6103, 0.6178]], "lowdin_charge": [0.1402, -0.1427, -0.0603, 0.1462, -0.7080, -0.5959, 0.7634, 0.1124, -0.2123, -0.1071, 0.1542, -0.0821, -0.0817, -0.0155, -0.2540, 0.0045, 0.0266, 0.1265, 0.0824, -0.0477, -0.5993, 0.1188, -0.0257, 0.0916, 0.1009, 0.1482, -0.0043, 0.0338, 0.1039, -0.0006, 0.1529, 0.0875, 1.0463, 0.0627, 0.1129, -0.3269, 1.0610, 0.0334, 0.7261, -0.4793, 0.1690, 0.0251, 0.1193, 0.1375, -0.9090, -0.0150, 0.1422, 0.7755, 0.1441, 0.7182]}

=====

3.
{"formula": "C16H21BIN6OsS4", "method": "ωB97M-V/def2-TZVPD", "spin_multiplicity": 5, "total_charge": 3, "de_lowest_kj_mol": 172.3, "species": ["H", "N", "C", "H", "S", "N", "C", "H", "H", "S", "C", "C", "S", "H", "C", "C", "C", "C", "H", "N", "N", "H", "Os", "H", "H", "C", "H", "N", "B", "H", "S", "C", "C", "C", "C", "H", "H", "H", "H", "I", "C", "H", "H", "H", "N", "H", "C", "H", "H", "C"], "coordinates": [[-2.9036, 4.7505, 2.0287], [-1.2543, -0.4003, -0.0304], [1.0219, -3.9836, -2.6922], [2.5038, -3.7356, -1.0310], [1.1743, 1.8067, 0.5995], [-2.4614, 3.8853, 0.1574], [-1.9046, -1.1914, 2.1394], [-3.2495, 3.2783, -0.0382], [-0.9784, -4.3476, -4.3912], [-0.2245, 5.0091, -0.2690], [2.3287, 1.2077, 3.5094], [-2.6661, -2.2004, 1.5724], [-0.2135, -0.4246, -3.2536], [3.5259, -1.3252, 3.4612], [-1.3725, 3.7960, -0.5425], [0.5240, -1.8320, -2.7393], [-2.6052, 5.0729, 1.0352], [-0.5938, -3.3371, -4.4885], [2.4746, 0.6822, 4.4475], [2.4490, 0.2217, 2.4134], [2.3444, -0.7430, 0.4677], [-0.6595, 0.4986, 1.7366], [0.2775, 0.9423, -1.3410], [-3.2086, -2.9051, 2.1908], [-3.3489, -3.0176, -0.2973], [-1.2293, -0.3127, 1.3113], [-2.0921, -1.3896, -1.6490], [0.2884, -3.0647, -3.3179], [2.3138, -0.8656, -1.0576], [-1.4146, -2.6284, -4.4920], [-1.1954, 2.6254, -1.8606], [-2.0168, -1.3698, -0.5704], [-1.2316, 5.7696, 1.0561], [2.0158, 0.3693, 1.1568], [3.0329, -1.5905, 1.3260], [3.4090, -0.8714, -1.5320], [3.0873, 1.9776, 3.3934], [1.3354, 1.6458, 3.4945], [3.4548, -2.5312, 1.0129], [-1.7456, -0.9590, 4.1828], [-2.7320, -2.2729, 0.1885], [-0.7102, 5.6345, 1.9989], [1.8452, 0.1914, -1.4983], [-0.0080, -3.2393, -5.3990], [1.4509, -2.0229, -1.7284], [1.0133, -5.0285, -2.9721], [3.0836, -0.9983, 2.5346], [-1.3109, 6.8324, 0.8460], [-3.3866, 5.7116, 0.6294], [1.7632, -3.3206, -1.6991]], "lowdin_spin": [0.0001, 0.0954, 0.0133, 0.0010, 0.1122, 0.0070, 0.1121, 0.0023, 0.0002, 0.0070, 0.0010, 0.0364, 0.1327, 0.0003, 0.0237, 0.0018, 0.0010, 0.0009, 0.0001, 0.0103, 0.0162, 0.0043, 2.2171, -0.0004, -0.0001, 0.1071, 0.0062, 0.0171, 0.0259, 0.0005, 0.1874, 0.1074, 0.0019, 0.0080, 0.0104, 0.0000, 0.0002, 0.0005, 0.0004, 0.6445, 0.0054, 0.0003, 0.0262, 0.0004, 0.0254, 0.0008, 0.0079, 0.0001, 0.0001, 0.0198]}

=====

4.
{"formula": "C16H21BrFINS", "method": "ωB97M-V/def2-TZVPD", "total_charge": 1, "species": ["I", "C", "C", "C", "H", "C", "H", "C", "C", "H", "C", "H", "C", "C", "H", "S", "C", "Br", "H", "H", "N", "C", "H", "H", "C", "F", "H", "H", "H", "H", "H", "H", "C", "C", "H", "H", "C", "H", "H", "C", "H", "H"], "coordinates": [[4.3383, -3.0661, -1.8559], [2.0397, -2.7168, 0.3749], [0.3286, -2.7533, 2.3077], [2.3547, -0.6028, -1.0675], [-1.7693, -0.0078, -0.7528], [2.7800, -2.0324, -0.7777], [-0.4940, 1.1311, 1.5892], [4.4136, 1.1305, -0.0891], [1.2589, 0.0454, -0.2268], [-4.8508, 3.3750, -1.4466], [0.9736, -1.9726, 1.1359], [-0.4858, -3.7268, 4.2878], [-4.1241, 1.2099, -1.2474], [4.3089, 1.1114, -1.6697], [-4.1563, 2.9052, 0.2187], [0.8738, 1.7942, -0.6871], [-0.1056, -3.2302, 3.3508], [2.5084, -4.5357, 0.8761], [-4.7784, 0.7578, -2.0627], [-2.0410, -1.6302, 1.8667], [0.6030, -0.6318, 0.8313], [-3.9398, 0.1408, -0.0645], [-4.2346, 0.6629, 0.8971], [-2.6004, -1.5804, -0.3581], [-4.7876, 2.5610, -0.6659], [4.0518, 2.4602, -2.1168], [-0.1443, -0.2039, 2.7605], [5.3250, 0.7848, -2.0568], [3.4904, 1.5656, 0.3932], [5.2893, 1.7700, 0.2637], [-2.5897, 0.0760, 2.1247], [2.4066, 0.8910, -2.7814], [3.1091, 0.1829, -2.2321], [-2.4628, -0.5000, -0.0076], [-4.7275, -0.6683, -0.2417], [-3.0920, 1.4983, -1.6106], [-1.9011, -0.5765, 1.4863], [0.8561, 2.5093, 0.5121], [4.6374, 0.0808, 0.2980], [-0.4378, 0.0106, 1.6756], [-5.8065, 2.3009, -0.2504], [3.5825, -0.5200, -2.9811]], "lowdin_charge": [0.9579, -0.5625, -0.1090, -0.1930, 0.0837, -0.5716, 0.1042, -0.0592, -0.3881, 0.0735, -0.1345, 0.0915, -0.2450, -0.2982, 0.0728, 0.8527, 0.1542, 0.7517, 0.1103, 0.1023, -0.0281, -0.2060, 0.0951, 0.1151, -0.1274, -0.0748, 0.1450, 0.1496, 0.0573, 0.1011, 0.1225, 0.1096, -0.1403, -0.1818, 0.1160, 0.0881, -0.1606, -0.0638, 0.0922, -0.1466, 0.0765, 0.0675]}

=====

5.
{"formula": "C16H21F3N2O7S3", "method": "ωB97M-V/def2-TZVPD", "total_charge": -2, "de_lowest_kj_mol": 0.0, "species": ["H", "N", "C", "H", "O", "H", "C", "C", "H", "O", "H", "H", "N", "C", "H", "C", "F", "H", "F", "C", "H", "C", "S", "C", "O", "H", "O", "H", "H", "H", "H", "H", "H", "H", "H", "O", "C", "S", "C", "H", "O", "C", "H", "C", "F", "O", "C", "H", "C", "S", "C", "C"], "coordinates": [[-1.5820, 0.3428, 2.9953], [-3.0111, -3.4221, -0.5016], [0.7533, 0.7475, 1.7376], [5.1937, -2.3572, 2.1717], [0.1378, 4.7516, 0.2585], [-2.7970, 1.5268, -0.5740], [0.6313, 0.7504, -1.6423], [-0.3202, -0.3735, -1.3066], [-0.2975, -3.7570, -0.6964], [-0.7004, 5.8436, -1.7597], [0.1291, 1.5171, -2.2379], [0.7325, -1.1676, 3.5719], [-3.8836, -1.1245, -0.8385], [-0.6873, 0.5070, 3.6101], [1.8435, 0.7427, 1.8049], [1.6414, -2.0903, -1.2332], [-1.7064, 1.1651, -4.0434], [-1.5663, 2.0488, -1.6985], [-3.7812, 1.4541, -4.6090], [-1.6603, -0.1223, -1.2496], [0.1848, -0.7171, 5.1850], [0.3916, 1.6578, 0.5651], [0.0544, 4.6818, -1.2312], [-2.2831, 1.2434, -1.4913], [0.2456, 1.3150, 2.9456], [0.3767, -0.2699, 1.5836], [-3.3291, 1.1787, -2.4934], [3.9311, -1.1637, 2.6801], [0.5756, 2.6926, 0.8695], [1.7406, -3.1266, -0.9091], [-0.8961, -1.5900, 4.1256], [1.9297, -2.0839, -2.2855], [1.4451, 0.3611, -2.2647], [-1.0257, 1.0945, 4.4667], [2.5595, -2.7473, 1.5417], [-0.6815, 3.4054, -1.5961], [3.3879, -2.3736, 0.9374], [-4.4013, -2.6129, -0.5286], [-2.0576, -2.5239, -0.7433], [-0.6703, 1.6247, 0.3376], [1.2263, 1.4160, -0.5512], [-0.1244, -0.8171, 4.1429], [4.9086, -0.8916, 1.2695], [-2.9631, 0.8476, -3.7260], [-3.1018, -0.4911, -3.9553], [1.4183, 4.6338, -1.8151], [-2.5577, -1.2006, -0.9516], [3.8708, -3.2354, 0.4719], [4.4108, -1.6741, 1.8486], [2.8481, -1.1494, -0.2668], [0.1827, -1.7210, -1.0948], [-0.6656, -2.7463, -0.8261]], "lowdin_charge": [0.1148, -0.2544, -0.1899, 0.0590, -0.4676, 0.1444, -0.1702, -0.0741, 0.1112, -0.4726, 0.1051, 0.0552, -0.2101, -0.2857, 0.1084, -0.4165, 0.1843, 0.0479, 0.1403, -0.0758, 0.0601, -0.1759, 0.2389, -0.0833, -0.1329, 0.1041, 0.0596, 0.0641, 0.1115, 0.0646, 0.0650, 0.0837, 0.1207, 0.1101, 0.0694, -0.4655, -0.5575, 0.9503, -0.3627, 0.1122, -0.1303, -0.0814, 0.0507, -0.7079, 0.1168, -0.4649, -0.2996, 0.0623, -0.1838, 0.9401, -0.1946, 0.0024]}

=====

Number 1: calculated total energy -5014.51930 a.u., largest force on an atom 1.18 eV/Å. Number 2: calculated total energy -2955.93784 a.u., largest force on an atom 0.54 eV/Å. Number 3: calculated total energy -2955.84923 a.u., largest force on an atom 2.97 eV/Å. Number 4: calculated total energy -4046.33095 a.u., largest force on an atom 3.84 eV/Å. Number 5: calculated total energy -2752.63259 a.u., largest force on an atom 1.01 eV/Å.